2 unconnected molecules or ions with the total composition C4H11INO in a non-equilibrium geometry, computed with ωB97M-V with the def2-TZVPD basis set.

Structure (ORCA input):
```
! wB97M-V def2-TZVPD RIJCOSX def2/J DEFGRID3
* xyz 1 1
C 2.2029 0.4098 0.1089
C 0.2865 -0.2877 1.4304
C -2.7476 -0.0044 0.0460
C -0.0340 0.4076 -0.9030
N 0.8615 -0.2169 0.0708
O -0.2280 -0.4507 -1.9434
I -2.8811 -1.6118 -1.2103
H 2.8502 -0.1392 0.7891
H 2.6468 0.4064 -0.8841
H 2.1082 1.4356 0.4591
H 0.9869 -0.7746 2.1091
H 0.0746 0.7183 1.7895
H -0.6381 -0.8587 1.4024
H -2.7209 -0.1911 1.1028
H -3.1912 0.9144 -0.2920
H 0.1104 1.4573 -1.0950
H 0.9616 -1.1809 -0.2766
H -0.6488 -0.0333 -2.7035
*
```

The HOMO energy (spin up / spin down) comes out at -12.7 / -11.7 eV. For the lowest unoccupied orbital energy (spin up / spin down), the calculation gives -3.758 / -3.957 eV. As for the relative energy (zero: lowest compared OMol25 entry of this formula, charge and spin): 3.934 eV. The calculation puts the HOMO-LUMO gap (spin up / spin down) at 8.965 / 7.780 eV.

***

A molecular structure, C3H5NP4 in a non-equilibrium geometry, computed with ωB97M-V with the def2-TZVPD basis set.

Structure (ORCA input):
```
! wB97M-V def2-TZVPD RIJCOSX def2/J DEFGRID3
* xyz 0 1
C 0.5052 -0.0709 -1.1982
C 1.7907 0.6892 0.9437
C 0.1268 -1.4983 1.0410
N -2.0842 0.6582 -0.7582
P 0.2530 -1.8336 -0.6003
P 2.1893 0.5583 -0.6848
P 0.1200 0.2876 1.5619
P -0.5613 1.2850 -0.3965
H 0.4055 -0.0367 -2.2906
H 2.5137 1.0595 1.6568
H -0.0699 -2.2422 1.7944
H -2.3593 -0.1942 -0.2798
H -2.8293 1.3382 -0.7894
*
```

The HOMO energy comes out at -8.5 eV. For the lowest unoccupied orbital energy, the calculation gives -0.691 eV. As for the relative energy (zero: lowest compared OMol25 entry of this formula, charge and spin): 0.000 eV. The calculation puts the HOMO-LUMO gap at 7.779 eV.

***

A molecular structure, C5H10O2, computed with ωB97M-V with the def2-TZVPD basis set.

Structure (ORCA input):
```
! wB97M-V def2-TZVPD RIJCOSX def2/J DEFGRID3
* xyz 0 1
C -2.2582 -0.5775 0.3751
C -1.6229 0.6909 -0.1264
O -1.1068 1.5032 0.6057
C 0.8050 -1.2395 -0.3606
C 1.7480 -0.3789 -0.7433
C 1.9601 -0.1091 0.7227
O 0.8934 -1.0749 1.0068
H -3.2896 -0.3533 0.6716
H -2.2930 -1.3479 -0.4011
H -1.7059 -0.9313 1.2489
H -1.6775 0.8734 -1.2216
H 0.5460 2.2966 -0.5599
H 0.0974 -1.9418 -0.7885
H 2.1779 -0.0302 -1.6690
H 1.1307 2.2066 -1.0133
H 1.6919 0.8776 1.1074
H 2.9035 -0.4639 1.1454
*
```

The HOMO energy comes out at -9.0 eV. For the lowest unoccupied orbital energy, the calculation gives 1.095 eV. As for the relative energy (zero: lowest compared OMol25 entry of this formula, charge and spin): 4.526 eV. The calculation puts the HOMO-LUMO gap at 10.100 eV.

***

10 unconnected molecules or ions with the total composition C42H112N8O12 in a non-equilibrium geometry, computed with ωB97M-V with the def2-TZVPD basis set.

Structure (ORCA input):
```
! wB97M-V def2-TZVPD RIJCOSX def2/J DEFGRID3
* xyz 0 1
C 9.3597 15.5758 -13.1758
O 9.9394 15.6204 -14.5950
C 9.2454 14.7192 -15.4053
C 9.8266 14.8139 -16.8045
C 9.1346 13.7942 -17.7526
N 11.2001 14.2991 -16.6095
H 9.4670 14.5516 -12.8184
H 8.3240 15.8953 -13.2918
H 9.7803 16.3011 -12.4793
H 9.4941 13.8077 -14.8619
H 8.1838 14.9272 -15.2719
H 9.8250 15.8554 -17.1258
H 8.0566 13.9497 -17.7116
H 9.4701 12.7712 -17.5822
H 9.5479 13.8610 -18.7590
H 11.4041 14.6265 -15.6760
H 11.1636 13.2908 -16.6547
C 10.4066 19.7068 -10.9482
O 9.9651 20.9322 -10.1799
C 11.0935 21.7372 -9.9657
C 10.5890 23.0751 -9.2858
C 11.6206 24.2071 -9.2122
N 10.1871 22.7542 -7.9121
H 9.6575 18.9294 -11.0983
H 11.1463 19.2237 -10.3100
H 10.9931 19.8164 -11.8604
H 11.8892 21.2731 -9.3830
H 11.7809 22.0282 -10.7600
H 9.7404 23.5409 -9.7868
H 11.2381 25.0484 -8.6342
H 11.9462 24.4938 -10.2122
H 12.5933 23.9279 -8.8073
H 9.8519 23.5894 -7.4537
H 9.4500 22.0744 -8.0335
C 6.1947 12.0264 -10.7536
O 7.3179 11.3776 -10.2229
C 8.3157 12.2103 -9.7613
C 9.2998 11.4968 -8.7621
C 8.5684 11.1884 -7.4696
N 10.4017 12.2181 -8.3123
H 5.6412 12.4167 -9.8996
H 5.6458 11.2549 -11.2937
H 6.3514 12.7848 -11.5207
H 8.7794 12.5883 -10.6724
H 7.9574 13.0419 -9.1545
H 9.4942 10.4707 -9.0744
H 9.1884 10.6949 -6.7211
H 7.6349 10.6367 -7.5807
H 8.2450 12.1724 -7.1302
H 10.1927 13.1956 -8.4573
H 11.2527 12.0719 -8.8363
C 3.5165 24.5004 -7.1858
O 2.7583 24.8210 -8.2743
C 1.4724 24.1603 -8.2647
C 0.8186 24.3886 -9.5949
C -0.7295 24.1320 -9.5722
N 1.4649 23.5860 -10.6421
H 4.4495 25.0373 -7.3576
H 3.7738 23.4500 -7.0492
H 3.1016 24.7999 -6.2234
H 1.6591 23.1166 -8.0118
H 0.9563 24.3844 -7.3312
H 0.8510 25.4675 -9.7463
H -1.2453 24.9459 -9.0625
H -1.2708 23.3718 -9.0090
H -1.3522 24.0874 -10.4657
H 1.1225 23.8374 -11.5585
H 2.3449 24.0790 -10.5920
C 3.4643 15.7749 -6.1666
O 4.8717 16.0768 -6.2103
C 5.1834 17.4633 -6.4519
C 6.6334 17.9551 -5.9606
C 6.9214 18.0776 -4.4732
N 6.8752 19.2059 -6.5910
H 3.0764 16.2864 -5.2857
H 3.3026 14.7381 -5.8715
H 2.9401 15.8637 -7.1182
H 4.8591 17.9007 -7.3962
H 4.5004 18.1187 -5.9113
H 7.2909 17.1458 -6.2782
H 7.6586 18.8597 -4.2918
H 7.1989 17.1400 -3.9917
H 6.0911 18.5718 -3.9687
H 7.7714 19.5161 -6.2435
H 6.7114 19.1714 -7.5870
C 3.4162 17.6088 -16.1006
O 3.9077 18.4210 -15.0609
C 2.8956 19.1958 -14.4602
C 3.4673 20.6376 -14.0090
C 4.6199 20.4693 -13.0187
N 2.3556 21.2246 -13.2748
H 4.0442 16.7458 -16.3217
H 3.3881 18.2558 -16.9774
H 2.4366 17.1865 -15.8767
H 2.1074 19.4536 -15.1677
H 2.5387 18.5792 -13.6353
H 3.7224 21.2607 -14.8661
H 4.3913 19.8435 -12.1560
H 5.0099 21.4052 -12.6185
H 5.4191 19.9272 -13.5243
H 2.4078 20.5912 -12.4899
H 2.6032 22.1306 -12.9034
C 3.8610 18.6517 -2.7356
O 4.0268 19.7013 -3.6540
C 3.8362 21.0696 -3.1149
C 4.3510 22.0270 -4.1581
N 5.7768 22.0443 -4.2261
C 6.1258 23.2350 -5.0839
C 7.6044 23.3742 -5.1607
O 8.1329 24.3306 -6.0873
C 7.7164 25.6232 -5.8187
H 3.8742 17.7900 -3.4030
H 2.9211 18.4975 -2.2056
H 4.6665 18.5758 -2.0052
H 4.4068 21.2228 -2.1989
H 2.8324 21.1322 -2.6948
H 3.7632 22.9220 -3.9544
H 3.9221 21.8330 -5.1412
H 6.0208 21.1434 -4.6122
H 5.7834 24.1339 -4.5713
H 5.6425 23.2356 -6.0609
H 7.9801 22.4161 -5.5200
H 7.9534 23.5274 -4.1395
H 8.6173 26.2365 -5.8002
H 7.3350 25.7232 -4.8025
H 6.9334 25.8454 -6.5437
C 6.9582 23.6540 -9.5760
O 6.2885 22.4383 -9.9272
C 6.7436 21.2492 -9.3035
C 6.5615 20.1279 -10.2684
N 7.0782 18.8131 -9.6658
C 6.6583 17.6602 -10.3585
C 7.6154 16.4485 -10.0337
O 9.0323 16.9110 -10.2037
C 10.0229 16.0210 -9.8246
H 7.5671 24.0273 -10.3995
H 7.6408 23.6253 -8.7267
H 6.2115 24.4114 -9.3374
H 6.1581 21.0134 -8.4149
H 7.8082 21.3875 -9.1148
H 6.9839 20.2524 -11.2655
H 5.4843 20.0088 -10.3848
H 8.0809 18.9228 -9.7174
H 6.8551 17.7628 -11.4257
H 5.5837 17.4931 -10.2849
H 7.3608 15.5608 -10.6128
H 7.6327 16.1731 -8.9792
H 10.9439 16.5067 -10.1469
H 9.8913 15.0854 -10.3683
H 10.0970 15.7707 -8.7663
C 2.7410 20.2473 -9.2924
C 2.4814 18.9165 -10.0193
C 2.1971 17.6411 -9.2979
O 1.4527 19.1107 -10.9349
H 2.1211 20.2917 -8.3970
H 2.6422 21.1049 -9.9579
H 3.7213 20.1800 -8.8205
H 3.4364 18.8549 -10.5412
H 1.3335 17.8544 -8.6680
H 3.1567 17.3079 -8.9026
H 1.7165 16.8978 -9.9340
H 0.6476 19.1762 -10.4161
C 2.1809 15.1017 -13.0784
C 3.6672 14.6960 -13.0814
C 4.6619 15.7541 -12.5302
O 3.8664 13.4949 -12.3977
H 1.9520 16.1042 -13.4399
H 1.9421 15.0998 -12.0149
H 1.5590 14.3792 -13.6069
H 3.8968 14.5098 -14.1306
H 4.3986 16.6979 -13.0077
H 5.6760 15.4488 -12.7879
H 4.5324 15.7404 -11.4480
H 3.4551 12.8581 -12.9866
*
```

The HOMO energy comes out at -8.6 eV. For the lowest unoccupied orbital energy, the calculation gives 0.482 eV. As for the relative energy (zero: lowest compared OMol25 entry of this formula, charge and spin): 7.742 eV. The calculation puts the HOMO-LUMO gap at 9.069 eV.

***

A single C2H6O2 molecule, computed with ωB97M-V with the def2-TZVPD basis set.

Structure (ORCA input):
```
! wB97M-V def2-TZVPD RIJCOSX def2/J DEFGRID3
* xyz 0 1
O -0.9103 1.1605 0.1244
C -0.7274 -0.2375 -0.0801
C 0.7055 -0.5646 0.3153
O 1.5991 0.3032 -0.3389
H -1.3245 1.5332 -0.6599
H -1.4401 -0.8049 0.5341
H -0.8898 -0.5017 -1.1326
H 0.8086 -0.4932 1.4099
H 0.9573 -1.5878 0.0185
H 1.2308 1.1857 -0.1800
*
```

The HOMO energy comes out at -10.2 eV. For the lowest unoccupied orbital energy, the calculation gives 0.828 eV. As for the relative energy (zero: lowest compared OMol25 entry of this formula, charge and spin): 0.546 eV. The calculation puts the HOMO-LUMO gap at 11.060 eV.

***

A single C5H7N3 molecule in a non-equilibrium geometry, computed with ωB97M-V with the def2-TZVPD basis set.

Structure (ORCA input):
```
! wB97M-V def2-TZVPD RIJCOSX def2/J DEFGRID3
* xyz 0 1
N -2.4262 -0.7781 -0.3822
C -1.3699 -0.1786 0.4927
C -0.9863 1.3513 0.1742
N 0.4066 0.7093 -0.1472
C 1.7216 0.8496 -0.1913
C 2.2097 -0.4070 -0.0549
N 1.1842 -1.3351 0.1432
C 0.0962 -0.5556 0.0959
H -3.1671 -0.0882 -0.4116
H -1.9749 -0.7166 -1.3000
H -1.7663 -0.4926 1.4628
H -1.5090 1.6415 -0.7464
H -1.1196 2.0475 1.0010
H 2.1338 1.8046 -0.4344
H 3.2236 -0.7270 0.0324
*
```

The HOMO energy comes out at -8.8 eV. For the lowest unoccupied orbital energy, the calculation gives 0.747 eV. As for the relative energy (zero: lowest compared OMol25 entry of this formula, charge and spin): 2.863 eV. The calculation puts the HOMO-LUMO gap at 9.527 eV.